Below is a molecular structure, C35H45Cl5F3InN3OS6SbSe, with properties calculated with ωB97M-V/def2-TZVPD.

Geometry as ORCA input:
```
! wB97M-V def2-TZVPD RIJCOSX def2/J DEFGRID3
* xyz -2 1
In 1.320 0.918 -1.426
Cl 3.681 -4.649 -6.216
C 3.575 -3.399 -5.036
C 2.554 -3.398 -4.090
Cl 1.422 -4.696 -4.071
C 2.455 -2.379 -3.169
Cl 1.160 -2.311 -2.046
C 3.391 -1.301 -3.098
O 3.327 -0.396 -2.237
C 4.427 -1.363 -4.081
Cl 5.590 -0.094 -4.046
C 4.506 -2.363 -5.024
Cl 5.768 -2.351 -6.193
F 3.437 6.103 2.367
C 3.369 5.317 1.253
F 4.381 4.445 1.406
F 3.723 6.143 0.250
C 2.030 4.685 1.094
C 1.008 5.034 1.953
C -0.229 4.410 1.837
C -0.365 3.447 0.848
N 0.580 3.141 -0.009
C 1.791 3.741 0.051
S 2.928 3.352 -1.122
H 1.182 5.791 2.708
H -1.050 4.655 2.492
H -1.290 2.889 0.750
C -5.098 2.019 -0.147
N -4.654 1.865 1.210
C -5.465 1.925 2.311
C -4.667 1.762 3.396
N -3.392 1.614 2.918
C -2.220 1.391 3.711
C -3.371 1.674 1.571
Se -1.910 -0.141 0.734
H -6.182 1.933 -0.197
H -4.633 1.251 -0.766
H -4.813 2.994 -0.549
H -6.526 2.072 2.237
H -4.903 1.721 4.442
H -2.266 1.970 4.634
H -1.352 1.700 3.132
H -2.112 0.331 3.948
C 2.095 -5.084 2.213
C 2.778 -3.751 2.466
C 4.197 -3.794 1.927
Sb 1.604 -2.104 1.469
C 0.068 -1.945 3.088
C -1.045 -2.949 2.860
C 0.597 -2.065 4.505
C 2.872 -0.448 2.254
C 2.044 0.791 2.538
C 3.976 -0.100 1.273
H 2.634 -5.898 2.705
H 2.061 -5.297 1.146
H 1.076 -5.081 2.589
H 2.818 -3.560 3.543
H 4.193 -3.927 0.845
H 4.753 -4.628 2.368
H 4.731 -2.875 2.158
H -0.344 -0.946 2.931
H -0.674 -3.970 2.935
H -1.487 -2.809 1.877
H -1.830 -2.822 3.606
H 0.839 -3.104 4.725
H -0.152 -1.738 5.233
H 1.487 -1.458 4.661
H 3.320 -0.821 3.184
H 1.530 1.114 1.633
H 2.690 1.610 2.859
H 1.298 0.622 3.313
H 3.561 0.324 0.360
H 4.568 -0.970 0.996
H 4.643 0.646 1.711
C 0.681 2.664 -6.289
S 0.452 3.920 -4.993
C -1.084 3.442 -4.289
C -1.427 2.222 -3.792
S -0.586 0.776 -3.921
S -3.039 2.214 -3.011
C -3.415 3.890 -3.195
S -4.786 4.595 -2.608
S -2.221 4.763 -4.080
H 1.602 2.930 -6.797
H -0.160 2.688 -6.975
H 0.767 1.687 -5.824
C -4.261 -2.050 -0.299
C -3.139 -1.824 -1.310
C -2.324 -3.119 -1.464
C -3.737 -1.434 -2.665
C -2.165 -0.768 -0.878
H -4.832 -2.936 -0.573
H -4.933 -1.194 -0.268
H -3.848 -2.194 0.698
H -2.940 -3.916 -1.881
H -1.950 -3.433 -0.490
H -1.473 -2.954 -2.119
H -4.414 -2.207 -3.033
H -2.945 -1.286 -3.395
H -4.299 -0.506 -2.574
H -1.530 -0.386 -1.670
*
```

Its total energy is -256378.4161 eV. The LUMO energy is 3.73 eV. The calculation puts the energy above the lowest of the compared OMol25 structures with the same formula, charge and spin at 1.149 eV.


Below is a molecular structure, C35H45ClF3KN2OPS2SbSe2, with properties calculated with ωB97M-V/def2-TZVPD.

Geometry as ORCA input:
```
! wB97M-V def2-TZVPD RIJCOSX def2/J DEFGRID3
* xyz -2 1
K 0.266 0.161 -0.006
F 4.095 4.850 -1.275
C 4.822 3.754 -1.559
F 5.527 3.448 -0.454
F 5.752 4.173 -2.470
C 4.019 2.606 -2.096
C 4.282 2.162 -3.378
C 3.564 1.098 -3.904
C 2.614 0.513 -3.081
N 2.342 0.921 -1.852
C 2.999 1.984 -1.317
S 2.533 2.517 0.248
H 5.049 2.649 -3.965
H 3.743 0.725 -4.903
H 2.042 -0.344 -3.426
Se 1.512 -2.801 -1.719
P 0.189 -4.480 -1.527
Se -1.815 -4.371 -2.289
C 1.035 -5.963 -2.221
C 2.372 -6.198 -1.910
C 3.009 -7.338 -2.373
C 2.320 -8.253 -3.160
C 0.991 -8.019 -3.480
C 0.350 -6.879 -3.010
C 0.092 -5.005 0.233
C 0.604 -4.216 1.252
C 0.506 -4.630 2.575
C -0.105 -5.834 2.886
C -0.623 -6.628 1.868
C -0.525 -6.215 0.549
H 2.909 -5.466 -1.319
H 4.050 -7.508 -2.126
H 2.820 -9.143 -3.524
H 0.447 -8.725 -4.097
H -0.688 -6.681 -3.250
H 1.071 -3.273 1.000
H 0.900 -3.998 3.362
H -0.185 -6.155 3.918
H -1.106 -7.569 2.105
H -0.937 -6.827 -0.245
C 0.540 5.209 -3.879
C 0.962 4.117 -2.904
Sb -0.512 3.348 -1.507
C -0.450 4.935 -0.043
C 0.092 6.292 -0.474
C -2.306 3.973 -2.581
C -2.743 5.431 -2.489
H 1.346 5.443 -4.584
H 0.282 6.135 -3.362
H -0.331 4.913 -4.468
H 1.796 4.444 -2.282
H 1.319 3.240 -3.450
H 0.166 4.522 0.756
H -1.461 5.007 0.365
H 1.100 6.201 -0.884
H 0.151 6.980 0.376
H -0.534 6.765 -1.233
H -3.090 3.325 -2.182
H -2.162 3.675 -3.624
H -2.863 5.741 -1.449
H -3.703 5.596 -2.989
H -2.014 6.100 -2.948
O -1.326 -1.740 0.952
S -2.806 -1.891 0.736
C -3.604 -1.172 2.205
C -3.897 -2.287 3.217
C -3.073 -3.507 2.812
C -3.189 -3.568 1.297
H -4.491 -0.628 1.883
H -2.866 -0.444 2.550
H -4.960 -2.541 3.182
H -3.676 -1.954 4.233
H -3.422 -4.427 3.286
H -2.023 -3.370 3.078
H -4.215 -3.775 0.976
H -2.512 -4.245 0.779
N -1.558 -0.532 -2.330
H -0.723 -1.051 -2.606
H -2.107 -0.409 -3.173
H -2.064 -1.227 -1.787
Cl -4.010 2.527 4.209
C -4.280 2.086 2.523
C -5.571 1.816 2.139
C -5.870 1.410 0.837
C -4.793 1.310 -0.059
C -3.504 1.582 0.319
C -3.134 1.989 1.657
C -1.829 2.194 2.039
H -6.359 1.913 2.879
H -6.888 1.202 0.536
H -4.973 0.990 -1.082
H -2.706 1.446 -0.404
H -1.573 2.528 3.034
H -1.053 2.237 1.283
*
```

Its total energy is -247247.1877 eV. The LUMO energy is 3.88 eV. The calculation puts the energy above the lowest of the compared OMol25 structures with the same formula, charge and spin at 0.089 eV.